Record 1
Below is a molecular structure, C21H32N6ORbS3, with properties calculated with wB97M-V/def2-TZVPD.

CARTESIAN COORDINATES (ANGSTROEM)
Rb 0.847 -1.613 0.533
C 4.216 -0.223 -1.186
C 3.254 -0.798 -2.207
N 1.911 -0.305 -2.045
C 1.671 1.061 -2.467
C 1.361 2.054 -1.320
C 0.687 3.238 -1.540
C 0.405 4.100 -0.490
C 0.746 3.647 0.795
C 1.496 2.494 0.945
C 2.058 2.051 2.296
N 2.270 0.611 2.398
C 3.651 0.145 2.474
C 4.368 0.259 1.121
N 3.823 -0.631 0.139
N 1.779 1.729 -0.094
H 4.122 0.879 -1.189
H 5.266 -0.476 -1.472
H 3.207 -1.899 -2.066
H 3.623 -0.612 -3.228
H 1.219 -1.004 -2.290
H 0.909 1.111 -3.288
H 2.608 1.418 -2.978
H 0.327 3.521 -2.516
H -0.124 5.045 -0.595
H 0.508 4.253 1.654
H 1.362 2.359 3.088
H 3.019 2.593 2.491
H 1.723 0.282 3.194
H 3.626 -0.905 2.788
H 4.207 0.696 3.250
H 5.465 0.229 1.289
H 4.161 1.262 0.744
H 4.068 -1.622 0.253
S -0.132 -3.142 -2.257
C -0.151 -4.291 -0.950
C -1.400 -4.924 -0.756
N -2.444 -5.368 -0.774
C 0.956 -4.713 -0.229
S 2.582 -4.212 -0.542
C 0.732 -5.606 0.859
N 0.628 -6.287 1.764
C -5.349 2.471 1.520
C -4.406 1.378 1.041
C -3.226 1.938 0.274
S -1.944 0.745 -0.142
O -1.398 0.193 1.135
C -2.935 -0.552 -0.943
C -3.519 -1.570 -0.016
C -4.128 -2.727 -0.825
H -6.160 2.098 2.180
H -5.900 2.949 0.656
H -4.847 3.304 2.067
H -4.965 0.702 0.411
H -3.979 0.800 1.866
H -2.736 2.749 0.833
H -3.475 2.341 -0.709
H -2.172 -1.031 -1.554
H -3.664 -0.030 -1.588
H -4.269 -1.161 0.702
H -2.715 -1.966 0.577
H -4.999 -2.412 -1.426
H -4.465 -3.503 -0.155
H -3.361 -3.120 -1.500

Calculated values
- molecular weight (g/mol) = 566.197
- energy above the lowest of the compared OMol25 structures with the same formula, charge and spin (kcal/mol) = 0.0
- gap between HOMO and LUMO (eV) = 4.89
- E_LUMO (eV) = 1.8
- total energy (Eh) = -2441.8724
- net charge = -1

Atom charges from the Löwdin analysis, given in e for atoms 1 to 6: Rb 0.6731; C -0.2425; C -0.2445; N -0.1186; C -0.1502; C -0.2413

***

Record 2
Below is a molecular structure, C21H33BiN6O5S, with properties calculated with wB97M-V/def2-TZVPD.

CARTESIAN COORDINATES (ANGSTROEM)
Bi -0.030 -0.037 -0.106
C -2.125 1.778 -5.002
N -1.314 0.779 -4.306
C -0.946 -0.422 -5.048
C -0.937 0.916 -3.036
N -0.442 -0.056 -2.315
N -1.066 2.194 -2.506
C -1.110 2.598 -1.196
N -1.070 3.910 -0.999
N -1.362 1.739 -0.227
H -2.764 1.269 -5.720
H -1.510 2.495 -5.553
H -2.774 2.303 -4.305
H -1.013 -0.212 -6.111
H -1.617 -1.256 -4.826
H 0.085 -0.702 -4.829
H -0.424 -0.959 -2.772
H -0.908 2.932 -3.175
H -0.860 4.556 -1.742
H -0.961 4.270 -0.065
H -1.460 2.176 0.682
O -0.569 -2.011 2.317
C 0.350 -3.051 2.013
C -0.317 -4.037 1.072
C -0.807 -3.436 -0.269
C -2.102 -2.660 -0.167
C -3.283 -3.369 0.033
C -4.496 -2.709 0.052
C -4.514 -1.331 -0.111
C -3.309 -0.683 -0.270
N -2.129 -1.320 -0.307
H -0.126 -1.327 2.842
H 0.651 -3.571 2.926
H 1.258 -2.644 1.542
H -1.163 -4.490 1.591
H 0.411 -4.819 0.856
H -0.988 -4.275 -0.941
H -0.016 -2.818 -0.708
H -3.243 -4.442 0.162
H -5.414 -3.266 0.181
H -5.437 -0.771 -0.124
H -3.257 0.390 -0.385
O 2.676 -0.537 -1.158
C 3.398 -0.044 -0.082
C 4.283 -0.923 0.524
C 5.048 -0.505 1.598
C 4.977 0.815 2.031
C 4.077 1.680 1.440
C 3.225 1.256 0.420
C 2.101 2.163 0.005
O 1.928 3.252 0.523
O 1.277 1.691 -0.916
H 2.440 0.224 -1.714
H 4.374 -1.922 0.117
H 5.723 -1.200 2.078
H 5.625 1.158 2.826
H 4.010 2.710 1.761
C 1.357 2.858 3.761
S -0.047 1.750 3.551
C 0.331 0.617 4.905
O 0.255 0.910 2.304
H 1.083 3.605 4.506
H 1.544 3.328 2.797
H 2.232 2.298 4.081
H 0.335 1.166 5.846
H 1.304 0.167 4.715
H -0.447 -0.145 4.936

Calculated values
- molecular weight (g/mol) = 690.579
- energy above the lowest of the compared OMol25 structures with the same formula, charge and spin (kcal/mol) = 5.2
- gap between HOMO and LUMO (eV) = 8.16
- E_LUMO (eV) = -5.4
- total energy (Eh) = -2137.1248
- net charge = +2

Atom charges from the Löwdin analysis, given in e for atoms 1 to 6: Bi 1.9890; C -0.0091; N -0.1230; C -0.0079; C -0.3846; N 0.0030

***

Record 3
Below is a molecular structure, C21H33Cl2CoN4O3, with properties calculated with wB97M-V/def2-TZVPD.

CARTESIAN COORDINATES (ANGSTROEM)
O 0.543 -0.108 -1.254
C -0.525 0.201 -1.956
C -0.330 1.580 -2.648
C 0.394 2.599 -2.040
H 0.752 2.440 -1.017
C 0.697 3.778 -2.732
H 1.329 4.539 -2.270
C 0.174 3.969 -4.020
H 0.359 4.902 -4.553
C -0.608 2.965 -4.602
H -1.037 3.112 -5.597
C -0.844 1.764 -3.933
H -1.420 0.957 -4.391
H -0.666 -0.514 -2.809
C -2.742 -1.130 -1.253
C -2.036 0.201 -1.250
H -3.775 -1.074 -1.638
H -2.801 -1.568 -0.249
H -2.217 -1.828 -1.908
C -2.701 1.359 -1.081
C -4.142 1.493 -0.651
H -2.212 2.322 -1.273
H -4.726 1.988 -1.442
H -4.267 2.099 0.259
H -4.629 0.528 -0.466
Co -0.799 0.323 1.364
Cl 0.472 2.121 1.236
Cl -2.839 0.005 1.981
H 4.649 1.349 -1.803
H 4.957 1.529 0.861
C 3.583 1.431 -1.533
C 3.863 1.450 0.934
N 3.335 0.797 -0.247
H 2.983 0.933 -2.307
C 2.814 -0.445 -0.164
O 2.638 -1.078 0.878
H 3.593 0.858 1.815
H 2.569 -0.853 -1.163
H 3.306 2.492 -1.487
H 3.443 2.460 1.003
H -0.423 -5.526 1.547
H 1.487 -5.670 -0.379
C -0.942 -4.937 0.774
C 0.872 -4.939 -0.927
N 0.015 -4.184 -0.019
H -1.631 -4.234 1.249
C 0.196 -2.867 0.236
O -0.510 -2.224 1.032
H 1.532 -4.243 -1.459
H 1.028 -2.412 -0.329
H -1.486 -5.628 0.119
H 0.251 -5.496 -1.645
C -1.128 1.808 4.287
C -0.380 0.559 4.233
N -0.014 -0.124 3.141
C 0.782 -1.191 3.569
C 0.751 -1.213 4.937
N 0.050 -0.097 5.337
H -2.199 1.551 4.297
H -0.822 2.338 5.197
H -0.863 2.411 3.407
H 1.272 -1.869 2.908
H 1.168 -1.951 5.603
H -0.146 0.194 6.292

Calculated values
- molecular weight (g/mol) = 519.359
- gap between HOMO and LUMO (alpha / beta) (eV) = 8.88 / 6.40
- E_LUMO (alpha / beta) (eV) = 0.6 / -2.1
- total energy (Eh) = -3567.8922
- spin multiplicity = 5

Atom charges from the Löwdin analysis, given in e for atoms 1 to 6: O 0.0283; C -0.3273; C -0.1923; C -0.0842; H -0.0056; C -0.0659